Version P
Density functional theory data (ωB97M-V/def2-TZVPD) for a molecular structure, BF4H20O10.

Its LUMO energy is 2.8 eV. The HOMO-LUMO gap is 8.38 eV. The calculation puts the HOMO energy at -5.6 eV.

Structure (ORCA input):
```
! RIJCOSX wB97M-V def2-TZVPD def2/J DEFGRID3
* xyz -1 1
B 0.15 0.33 0.31
F 0.32 -0.02 -1.08
F 1.26 0.89 0.79
F -0.92 1.18 0.25
F -0.12 -0.79 0.92
O 1.61 -0.11 -2.91
H 0.83 0.44 -2.82
H 1.30 -0.99 -2.73
O 2.36 0.06 -0.85
H 2.32 -0.38 -1.70
H 1.46 0.35 -0.69
O -1.46 -1.62 3.00
H -1.39 -0.75 3.39
H -1.04 -1.53 2.14
O 0.43 -1.95 -0.88
H -0.32 -2.43 -0.53
H 0.11 -1.05 -0.99
O -0.15 0.97 -2.48
H -0.94 1.52 -2.54
H -0.15 0.65 -1.58
O -2.79 1.24 0.88
H -2.00 1.67 0.56
H -2.65 0.31 0.67
O -0.52 1.69 2.41
H 0.04 1.18 1.83
H -0.47 1.24 3.26
O -2.10 -0.73 0.16
H -1.95 -1.64 -0.09
H -1.23 -0.38 0.32
O 1.99 -2.07 1.17
H 1.36 -1.86 0.47
H 2.42 -2.87 0.86
O 1.02 2.59 -0.77
H 1.01 2.77 0.17
H 0.23 2.06 -0.92
*
```


Version Q
Density functional theory data (ωB97M-V/def2-TZVPD) for 11 unconnected molecules or ions with the total composition BF4H20O10.

Its LUMO energy is 2.6 eV. The HOMO-LUMO gap is 9.63 eV. The calculation puts the HOMO energy at -7.1 eV.

Structure (ORCA input):
```
! RIJCOSX wB97M-V def2-TZVPD def2/J DEFGRID3
* xyz -1 1
B 0.33 0.46 -0.58
F -0.67 -0.50 -0.67
F -0.13 1.66 -0.22
F 1.24 -0.01 0.28
F 1.02 0.57 -1.75
O -1.51 -3.45 -2.10
H -2.20 -2.84 -2.36
H -0.86 -2.90 -1.65
O 3.84 0.50 0.05
H 3.16 -0.17 -0.04
H 4.24 0.33 0.90
O 0.53 3.56 -2.14
H 1.10 4.18 -1.68
H 0.76 2.71 -1.77
O -2.47 -2.75 0.83
H -2.49 -1.82 0.63
H -1.54 -2.95 0.98
O 0.02 -0.59 2.51
H 0.72 -0.29 1.93
H -0.56 0.17 2.60
O 0.26 -3.20 1.07
H 0.65 -2.76 0.31
H 0.12 -2.50 1.70
O -2.12 3.41 -0.23
H -1.63 2.67 -0.57
H -2.66 3.04 0.48
O 1.12 3.48 2.28
H 2.03 3.75 2.13
H 0.94 2.86 1.57
O 1.66 -2.50 -1.43
H 2.49 -2.66 -1.88
H 1.43 -1.61 -1.66
O -3.25 -0.17 0.05
H -2.38 -0.13 -0.35
H -3.20 0.45 0.79
*
```


Referenced to the most stable arrangement, the calculated values in kcal/mol are version P 489.4; version Q 0.0.


Version P
Density functional theory data (ωB97M-V/def2-TZVPD) for a single C3H3FOS molecule.

Its LUMO energy is 0.8 eV. The HOMO-LUMO gap is 10.34 eV. The calculation puts the HOMO energy at -9.6 eV.

Structure (ORCA input):
```
! RIJCOSX wB97M-V def2-TZVPD def2/J DEFGRID3
* xyz 0 1
O 2.96 -0.79 -0.16
C 1.85 -0.53 0.03
S 1.17 1.11 -0.58
C -0.63 1.04 0.05
C -1.45 -0.03 -0.10
F -1.17 -1.21 -0.67
H 1.01 -1.31 0.43
H -1.19 1.78 0.75
H -2.54 -0.06 0.26
*
```


Version Q
Density functional theory data (ωB97M-V/def2-TZVPD) for a single C3H3FOS molecule.

Its LUMO energy is -1.0 eV. The HOMO-LUMO gap is 8.19 eV. The calculation puts the HOMO energy at -9.2 eV.

Structure (ORCA input):
```
! RIJCOSX wB97M-V def2-TZVPD def2/J DEFGRID3
* xyz 0 1
O -0.99 0.71 -1.48
C -0.31 0.20 -0.64
C 1.13 -0.39 -0.83
S 1.34 -1.97 -0.67
C -0.67 0.29 0.83
F -0.13 -0.63 1.71
H 1.88 0.35 -1.20
H -0.56 1.30 1.33
H -1.70 0.14 0.97
*
```


Version R
Density functional theory data (ωB97M-V/def2-TZVPD) for a molecular structure, C3H3FOS.

Its LUMO energy is -0.2 eV. The HOMO-LUMO gap is 8.98 eV. The calculation puts the HOMO energy at -9.2 eV.

Structure (ORCA input):
```
! RIJCOSX wB97M-V def2-TZVPD def2/J DEFGRID3
* xyz 0 1
C -1.70 0.53 -0.20
C -0.33 0.58 0.12
C 1.63 -0.93 0.11
H -2.43 1.34 -0.30
H 0.14 1.72 0.66
H 1.84 -1.94 0.19
O 0.36 -0.63 0.06
F -2.35 -0.76 -0.33
S 2.85 0.09 -0.31
*
```


Referenced to the most stable arrangement, the calculated values in kcal/mol are version P 4.4; version Q 0.0; version R 36.2.


Version P
Density functional theory data (ωB97M-V/def2-TZVPD) for 2 unconnected molecules or ions with the total composition C6H16.

Its LUMO energy (alpha / beta) is -2.8 / -10.6 eV. The HOMO-LUMO gap (alpha / beta) is 12.03 / 4.30 eV. The calculation puts the HOMO energy (alpha / beta) at -14.9 / -14.9 eV.

Structure (ORCA input):
```
! RIJCOSX wB97M-V def2-TZVPD def2/J DEFGRID3
* xyz 1 2
C 0.74 0.66 -0.84
C 2.29 0.55 -1.29
C 0.19 2.08 -0.86
C -0.01 -0.19 -1.82
H 0.65 0.39 0.22
H 2.42 0.84 -2.33
H 2.76 -0.41 -1.11
H 0.63 2.73 -1.62
H -0.89 2.10 -0.99
H 0.47 2.64 0.04
H 0.13 -1.26 -1.68
H -1.10 -0.08 -1.65
H 0.03 0.10 -2.88
H 2.82 1.28 -0.65
C -1.66 -0.84 1.79
C -1.15 -2.12 2.47
H -2.12 -0.20 2.55
H -0.83 -0.17 1.52
H -2.39 -0.94 0.99
H -0.45 -2.74 1.91
H -1.96 -2.70 2.90
H -0.59 -1.70 3.31
*
```


Version Q
Density functional theory data (ωB97M-V/def2-TZVPD) for 2 unconnected molecules or ions with the total composition C6H16.

Its LUMO energy (alpha / beta) is -3.0 / -10.3 eV. The HOMO-LUMO gap (alpha / beta) is 11.86 / 4.60 eV. The calculation puts the HOMO energy (alpha / beta) at -14.9 / -14.9 eV.

Structure (ORCA input):
```
! RIJCOSX wB97M-V def2-TZVPD def2/J DEFGRID3
* xyz 1 2
C 1.03 -0.33 1.16
C -0.26 0.39 1.36
C 1.92 0.48 0.24
C 1.92 -0.90 2.36
H 0.75 -1.34 0.73
H -0.85 -0.08 2.15
H 2.49 1.27 0.72
H 2.68 -0.25 -0.12
H 1.41 0.75 -0.68
H 1.32 -1.63 2.89
H 2.77 -1.39 1.89
H -1.00 0.28 0.55
H 0.02 1.41 1.62
H 2.23 -0.08 2.99
C -1.78 -0.57 -2.34
C -2.29 0.88 -2.09
H -1.68 -1.06 -1.37
H -2.57 -1.10 -2.87
H -0.89 -0.51 -2.95
H -1.97 1.38 -1.18
H -1.86 1.42 -2.94
H -3.37 0.99 -2.12
*
```


Referenced to the most stable arrangement, the calculated values in kcal/mol are version P 2.3; version Q 0.0.


Version P
Density functional theory data (ωB97M-V/def2-TZVPD) for a molecular structure, C27H21Cl3HgN8O3PS2.

Its LUMO energy (alpha / beta) is 4.1 / 3.7 eV. The HOMO-LUMO gap (alpha / beta) is 6.04 / 5.67 eV. The calculation puts the HOMO energy (alpha / beta) at -1.9 / -1.9 eV.

Structure (ORCA input):
```
! RIJCOSX wB97M-V def2-TZVPD def2/J DEFGRID3
* xyz -2 2
Hg 0.06 -0.64 -0.18
N 4.55 -1.74 -0.78
C 3.28 -2.14 -0.54
N 2.47 -1.21 -0.94
C 3.27 -0.22 -1.41
N 4.55 -0.52 -1.33
C 2.73 1.05 -1.84
C 3.55 2.11 -2.25
N 3.06 3.26 -2.67
C 1.74 3.39 -2.61
C 0.92 2.38 -2.13
N 1.41 1.20 -1.78
H 5.42 -2.20 -0.56
H 3.00 -3.07 -0.10
H 4.63 2.00 -2.25
H 1.33 4.34 -2.95
H -0.15 2.50 -2.04
S 0.29 -2.34 1.72
C 0.27 -1.11 2.95
C -0.49 -1.36 4.09
C -0.57 -0.45 5.14
C -1.33 -0.76 6.27
N -1.96 -1.06 7.18
C 0.13 0.78 5.04
C 0.90 1.03 3.90
C 0.99 0.11 2.86
S 2.03 0.50 1.55
C 0.08 1.73 6.07
N 0.06 2.52 6.91
H -1.03 -2.29 4.16
H 1.44 1.96 3.82
C -1.84 -4.21 -2.16
O -0.77 -3.74 -2.95
P 0.38 -2.82 -2.22
O 1.13 -2.35 -3.57
C 0.61 -1.41 -4.48
O 1.47 -3.99 -1.85
C 1.84 -4.96 -2.80
H -2.23 -5.10 -2.65
H -2.62 -3.45 -2.09
H -1.50 -4.47 -1.15
H 1.22 -1.50 -5.39
H 0.70 -0.39 -4.09
H -0.43 -1.61 -4.72
H 2.11 -5.87 -2.25
H 2.69 -4.61 -3.39
H 1.02 -5.18 -3.48
Cl -4.38 0.94 -3.63
C -2.67 0.78 -3.75
Cl -2.37 -0.20 -6.05
Cl -1.84 2.28 -4.02
C -2.06 -0.14 -2.95
N -1.52 -1.00 -2.38
C -1.32 0.81 0.52
C -1.79 1.61 1.30
C -2.35 2.58 2.17
C -2.41 3.92 1.78
C -2.91 4.88 2.63
C -3.37 4.52 3.89
C -3.33 3.20 4.29
C -2.83 2.23 3.44
H -2.04 4.20 0.80
H -2.94 5.92 2.32
H -3.77 5.28 4.56
H -3.68 2.92 5.27
H -2.80 1.19 3.76
*
```


Version Q
Density functional theory data (ωB97M-V/def2-TZVPD) for a molecular structure, C27H21Cl3HgN8O3PS2.

Its LUMO energy (alpha / beta) is 4.0 / 4.0 eV. The HOMO-LUMO gap (alpha / beta) is 6.38 / 6.47 eV. The calculation puts the HOMO energy (alpha / beta) at -2.4 / -2.4 eV.

Structure (ORCA input):
```
! RIJCOSX wB97M-V def2-TZVPD def2/J DEFGRID3
* xyz -2 2
Hg -0.14 -0.84 0.18
N 0.97 3.58 1.86
C 0.14 2.53 1.74
N 0.79 1.51 1.26
C 2.06 1.97 1.11
N 2.21 3.24 1.46
C 3.18 1.11 0.70
C 4.47 1.34 1.15
N 5.47 0.50 0.88
C 5.15 -0.57 0.16
C 3.87 -0.77 -0.34
N 2.89 0.07 -0.06
H 0.77 4.52 2.15
H -0.90 2.54 2.05
H 4.70 2.22 1.74
H 5.94 -1.31 0.00
H 3.62 -1.63 -0.96
S -1.13 -3.10 1.01
C -2.04 -2.51 2.36
C -2.30 -3.40 3.42
C -3.06 -3.05 4.52
C -3.28 -4.01 5.57
N -3.46 -4.78 6.41
C -3.62 -1.77 4.60
C -3.37 -0.87 3.57
C -2.59 -1.20 2.45
S -2.36 0.03 1.23
C -4.42 -1.36 5.71
N -5.08 -0.99 6.58
H -1.87 -4.39 3.36
H -3.79 0.12 3.63
C -3.66 1.03 -2.20
O -3.17 2.35 -1.96
P -2.00 2.54 -0.82
O -1.02 3.60 -1.60
C 0.03 2.99 -2.36
O -2.67 3.76 0.05
C -3.75 3.46 0.94
H -3.56 0.81 -3.27
H -4.72 0.98 -1.92
H -3.11 0.28 -1.63
H -0.34 2.21 -3.02
H 0.78 2.55 -1.71
H 0.48 3.78 -2.96
H -4.69 3.39 0.38
H -3.82 4.29 1.64
H -3.58 2.53 1.47
Cl 4.14 -4.00 1.81
C 2.68 -2.96 3.66
Cl 3.93 -2.37 4.69
Cl 1.79 -4.30 4.27
C 1.95 -2.02 2.93
N 1.35 -1.25 2.31
C 0.24 -0.80 -1.93
C 0.65 -0.86 -3.07
C 1.15 -0.91 -4.41
C 0.73 -1.90 -5.31
C 1.24 -1.95 -6.60
C 2.17 -1.02 -7.02
C 2.60 -0.03 -6.14
C 2.10 0.02 -4.85
H 0.01 -2.64 -4.97
H 0.90 -2.73 -7.28
H 2.58 -1.07 -8.03
H 3.33 0.70 -6.47
H 2.43 0.79 -4.16
*
```


Referenced to the most stable arrangement, the calculated values in kcal/mol are version P 19.2; version Q 0.0.